# C5H11N3

C5H11N3 as an isolated structure at a distorted geometry (ωB97M-V/def2-TZVPD, OMol25).

```
! wB97M-V def2-TZVPD RIJCOSX def2/J DEFGRID3
* xyz 0 1
N 1.2928 -1.0378 0.1920
H -3.0625 -0.8043 0.0809
N -1.6370 0.7516 -0.1598
N -0.1263 0.7175 -0.6140
H 3.1643 -1.0989 -0.8010
H 1.5928 1.9655 0.1059
H -1.3246 -1.5946 1.3034
H -0.1298 1.5833 1.5021
C -2.0821 -0.6229 -0.3526
H 2.4833 0.2034 -1.1381
C 2.4417 -0.4816 -0.2526
H -2.3507 -0.6535 -1.4045
C -0.9443 -1.5062 0.3173
H -1.6845 1.0636 0.7400
C 0.1952 -0.5410 -0.0067
H 2.7613 -0.0856 0.5704
H -0.8658 -2.5757 -0.2673
H -0.1000 2.8535 -0.1005
C 0.3765 1.8638 0.2851
*
```

- HOMO: -8.5 eV
- Energy above the lowest of the compared OMol25 structures with the same formula, charge and spin: 5.694 eV
- Maximum force: 0.128 Eh/bohr